(1)
{"formula": "C30H28N10O2S3Ti", "method": "ωB97M-V with the def2-TZVPD basis set", "symbols": ["Ti", "N", "C", "C", "C", "C", "C", "C", "S", "N", "C", "C", "C", "C", "C", "C", "N", "H", "H", "H", "H", "H", "H", "H", "H", "H", "S", "N", "C", "C", "C", "C", "C", "N", "C", "C", "N", "C", "C", "C", "C", "C", "N", "H", "H", "H", "H", "H", "H", "O", "C", "O", "C", "N", "C", "C", "C", "H", "H", "H", "H", "H", "H", "H", "H", "H", "N", "C", "N", "S", "H", "H", "H", "H"], "positions_angstrom": [[-0.331, -0.408, 0.335], [2.005, 1.718, 3.242], [3.123, 0.972, 3.706], [3.735, 1.309, 4.898], [4.813, 0.562, 5.353], [5.254, -0.537, 4.634], [4.621, -0.888, 3.447], [3.573, -0.117, 2.975], [2.847, -0.464, 1.404], [1.282, 0.197, 1.606], [1.077, 1.199, 2.406], [-0.279, 1.798, 2.355], [-0.705, 2.818, 3.192], [-1.975, 3.343, 3.022], [-2.788, 2.829, 2.021], [-2.311, 1.789, 1.251], [-1.086, 1.263, 1.405], [1.745, 2.509, 3.805], [3.376, 2.156, 5.472], [5.299, 0.838, 6.279], [6.087, -1.125, 4.992], [4.953, -1.749, 2.882], [-0.075, 3.214, 3.975], [-2.324, 4.140, 3.665], [-3.785, 3.211, 1.853], [-2.923, 1.338, 0.480], [-4.713, -6.619, -0.111], [-3.927, -5.996, 1.148], [-3.405, -4.851, 0.738], [-2.598, -3.951, 1.548], [-2.312, -4.174, 2.898], [-1.544, -3.253, 3.577], [-1.054, -2.150, 2.882], [-1.300, -1.932, 1.594], [-2.093, -2.810, 0.937], [-2.429, -2.480, -0.447], [-1.968, -1.296, -0.911], [-2.281, -0.940, -2.154], [-3.053, -1.735, -2.997], [-3.523, -2.943, -2.533], [-3.212, -3.324, -1.229], [-3.690, -4.555, -0.615], [-4.426, -5.480, -1.212], [-2.704, -5.058, 3.384], [-1.312, -3.379, 4.624], [-0.420, -1.422, 3.375], [-1.916, 0.029, -2.478], [-3.285, -1.394, -3.996], [-4.131, -3.595, -3.146], [1.013, -1.485, -1.166], [1.094, -0.400, -1.767], [0.506, 0.655, -1.366], [1.970, -0.280, -2.998], [1.703, 1.055, -3.665], [3.024, 1.766, -3.858], [4.054, 0.654, -3.746], [3.466, -0.246, -2.663], [1.742, -1.076, -3.704], [1.056, 1.588, -3.057], [1.216, 0.935, -4.550], [3.118, 2.487, -3.049], [3.014, 2.293, -4.808], [5.035, 1.045, -3.487], [4.144, 0.116, -4.692], [3.614, 0.198, -1.676], [3.885, -1.249, -2.650], [-1.894, 5.169, -3.564], [-1.989, 3.865, -3.838], [-2.760, 3.519, -4.875], [-1.188, 2.709, -2.881], [-2.362, 5.876, -4.106], [-1.318, 5.455, -2.793], [-3.216, 4.196, -5.463], [-2.841, 2.547, -5.109]], "forces_ev_per_a": [[0.0, -0.2, -0.5], [0.3, 0.0, 0.0], [-0.1, 0.0, 0.0], [0.0, 0.0, 0.1], [0.0, 0.0, 0.0], [0.0, 0.0, 0.0], [0.0, 0.0, 0.1], [0.0, 0.0, 0.0], [0.0, 0.0, 0.0], [0.0, 0.0, 0.2], [-0.3, 0.0, 0.0], [0.1, -0.2, -0.1], [-0.1, 0.1, 0.0], [0.0, 0.0, 0.0], [0.0, 0.0, 0.1], [0.1, -0.1, 0.0], [-0.1, 0.3, 0.4], [0.0, 0.0, 0.0], [0.0, 0.0, 0.0], [0.0, 0.0, 0.0], [0.0, 0.0, 0.0], [0.0, 0.0, 0.0], [0.0, 0.0, 0.0], [0.0, 0.0, 0.0], [0.0, 0.0, 0.0], [0.0, 0.0, 0.0], [0.0, -0.1, 0.0], [0.0, 0.0, 0.0], [0.1, 0.1, 0.1], [-0.1, -0.3, 0.1], [0.0, 0.0, 0.0], [0.0, 0.0, -0.1], [0.2, -0.1, 0.1], [-0.2, -0.1, 0.1], [0.0, 0.1, 0.0], [0.1, 0.3, -0.1], [0.0, -0.2, -0.1], [0.0, 0.1, 0.0], [0.0, 0.0, 0.0], [0.0, 0.0, 0.0], [-0.2, -0.3, 0.1], [0.0, 0.2, -0.1], [0.0, 0.0, 0.0], [0.0, 0.0, 0.0], [0.0, 0.0, 0.0], [0.0, 0.0, 0.0], [0.0, 0.0, 0.0], [0.0, 0.0, 0.0], [0.0, 0.0, 0.0], [0.0, 0.0, 0.0], [-0.1, 0.1, 0.1], [0.1, -0.1, -0.1], [0.1, 0.1, -0.1], [0.0, -0.1, 0.1], [0.0, 0.0, 0.0], [0.0, 0.0, 0.0], [0.0, 0.0, 0.0], [0.0, 0.0, 0.0], [0.0, 0.0, 0.0], [0.0, 0.0, 0.0], [0.0, 0.0, 0.0], [0.0, 0.0, 0.0], [0.0, 0.0, 0.0], [0.0, 0.0, 0.0], [0.0, 0.0, 0.0], [0.0, 0.0, 0.0], [0.1, 0.0, 0.0], [0.0, 0.0, 0.0], [0.1, -0.1, 0.0], [-0.1, 0.1, -0.1], [0.0, 0.0, 0.0], [0.0, 0.0, 0.0], [0.0, 0.0, 0.0], [0.0, 0.0, 0.0]], "gap_ha": [0.2165, 0.2648], "homo_ev": [-10.94, -12.32], "multiplicity": 3, "total_charge": 2, "fmax_ev_per_a": 0.6}



(2)
{"formula": "C5H20N2O3S", "method": "ωB97M-V with the def2-TZVPD basis set", "symbols": ["N", "C", "C", "S", "C", "N", "C", "C", "H", "H", "H", "H", "H", "H", "H", "H", "H", "H", "H", "H", "H", "H", "H", "H", "O", "H", "H", "O", "H", "H", "O"], "positions_angstrom": [[-0.585, 1.509, -1.731], [-0.487, 0.285, -0.957], [-1.716, -0.607, -1.283], [-1.543, -1.589, -2.896], [-0.241, 0.432, 0.675], [-0.123, -0.769, 1.474], [0.625, -1.917, 1.032], [0.262, -0.287, 2.870], [-0.114, 2.339, -1.151], [-0.036, 1.560, -2.602], [0.366, -0.328, -1.280], [-2.552, 0.080, -1.368], [-2.009, -1.525, -0.593], [-1.355, -0.565, -3.669], [0.644, 1.054, 0.922], [-1.124, 0.978, 1.121], [0.688, -2.099, -0.022], [1.705, -1.654, 1.322], [0.343, -2.786, 1.550], [-0.600, 0.337, 3.210], [0.130, -1.155, 3.482], [1.290, 0.231, 2.818], [2.211, -0.650, -1.258], [3.259, -1.617, -1.980], [3.141, -0.827, -1.493], [-3.624, 0.728, 0.462], [-3.074, 1.660, 1.501], [-3.938, 1.314, 1.162], [2.409, 1.974, 0.198], [3.408, 1.751, -0.821], [2.641, 2.144, -0.696]], "forces_ev_per_a": [[1.3, 3.3, 1.9], [0.9, -2.0, 1.6], [-0.4, -1.9, 0.5], [-0.2, -0.2, 1.6], [-1.0, 0.7, -1.3], [-1.3, 0.6, 0.9], [3.1, 2.5, 0.7], [-1.0, -0.2, -2.3], [-1.4, -2.3, -1.5], [-0.2, -0.8, 0.7], [0.0, 0.3, 0.0], [-0.3, -0.2, -0.1], [1.0, 2.3, -0.8], [0.2, 1.0, -0.8], [-0.2, 0.3, -0.8], [0.7, -0.2, -0.6], [-0.6, 0.1, -0.7], [-0.7, -1.0, -0.5], [-0.5, -1.3, 0.7], [1.0, 0.3, -0.3], [0.9, -0.6, 0.7], [-1.4, -0.7, 0.5], [0.6, -0.5, -0.4], [-0.4, -1.3, -0.7], [0.1, 1.8, 1.1], [-0.2, -0.1, -0.1], [-1.0, -0.2, -0.2], [1.1, 0.3, 0.3], [-0.4, -0.2, 1.6], [5.8, -3.1, -1.0], [-5.4, 3.3, -0.6]], "gap_ha": [0.0756, 0.2957], "homo_ev": [0.72, -5.33], "multiplicity": 2, "total_charge": -1, "fmax_ev_per_a": 6.7}



(3)
{"formula": "C33H45BFN12O3STi", "method": "ωB97M-V with the def2-TZVPD basis set", "symbols": ["Ti", "C", "C", "C", "C", "C", "N", "N", "B", "N", "N", "C", "C", "C", "C", "C", "N", "N", "C", "C", "C", "C", "C", "H", "H", "H", "H", "H", "H", "H", "H", "H", "H", "H", "H", "H", "H", "H", "H", "H", "H", "H", "H", "H", "H", "N", "N", "C", "N", "S", "H", "H", "H", "H", "H", "F", "C", "C", "C", "C", "O", "C", "C", "N", "C", "C", "C", "C", "C", "C", "N", "C", "C", "N", "C", "C", "C", "O", "O", "H", "H", "H", "H", "H", "H", "H", "H", "H", "H", "H", "H", "H", "H", "H", "H", "H", "H"], "positions_angstrom": [[0.266, 0.536, 0.685], [3.904, -0.637, 0.231], [3.223, -0.945, 1.522], [3.823, -1.508, 2.654], [2.816, -1.617, 3.593], [2.860, -2.172, 4.977], [1.693, -1.134, 3.034], [1.933, -0.720, 1.765], [0.233, -1.248, 3.503], [-0.413, 0.148, 3.715], [-0.921, 0.809, 2.636], [-1.831, 1.665, 3.095], [-2.721, 2.498, 2.233], [-1.884, 1.589, 4.493], [-0.984, 0.606, 4.845], [-0.654, 0.066, 6.196], [-0.504, -1.973, 2.379], [-0.461, -1.497, 1.104], [-1.052, -2.408, 0.321], [-1.174, -2.304, -1.159], [-1.494, -3.472, 1.116], [-1.136, -3.157, 2.408], [-1.344, -3.938, 3.662], [4.900, -1.077, 0.233], [3.353, -1.051, -0.614], [4.013, 0.443, 0.100], [4.851, -1.808, 2.762], [3.892, -2.375, 5.255], [2.439, -1.475, 5.701], [2.296, -3.103, 5.050], [0.180, -1.873, 4.519], [-2.817, 2.070, 1.241], [-3.716, 2.526, 2.680], [-2.362, 3.525, 2.149], [-2.524, 2.152, 5.152], [-1.094, 0.702, 6.962], [-1.043, -0.945, 6.325], [0.423, 0.029, 6.357], [-0.347, -1.748, -1.599], [-1.189, -3.304, -1.592], [-2.090, -1.787, -1.441], [-1.998, -4.362, 0.779], [-1.961, -4.808, 3.447], [-0.396, -4.284, 4.077], [-1.843, -3.342, 4.426], [1.712, 1.742, 1.306], [1.216, 0.541, -1.089], [1.222, 0.447, -2.442], [2.450, 0.304, -3.009], [-0.126, 0.480, -3.429], [1.513, 2.733, 1.255], [2.198, 1.531, 2.168], [2.138, 0.776, -0.732], [3.295, 0.425, -2.476], [2.497, 0.353, -4.011], [0.610, 7.475, 0.598], [-0.120, 6.689, -0.226], [-0.274, 5.366, 0.048], [-0.979, 4.543, -0.837], [-1.071, 3.114, -0.523], [-0.478, 2.669, 0.484], [-1.888, 2.369, -1.400], [-2.416, 2.958, -2.499], [-2.237, 4.248, -2.869], [-2.814, 4.602, -4.160], [-3.568, 5.853, -4.476], [-2.236, 5.568, -5.141], [-1.536, 5.085, -2.009], [-1.382, 6.463, -2.243], [-0.682, 7.269, -1.371], [-0.536, 8.648, -1.649], [-0.523, 9.622, -0.584], [-1.165, 10.908, -1.075], [-0.426, 11.378, -2.304], [-0.390, 10.331, -3.389], [0.213, 9.064, -2.809], [-2.236, 0.941, -1.116], [-3.213, 0.442, -1.636], [-1.474, 0.381, -0.234], [0.166, 4.924, 0.933], [-3.022, 2.339, -3.149], [-3.220, 3.706, -4.603], [-3.630, 6.632, -3.731], [-4.469, 5.740, -5.063], [-1.371, 6.149, -4.861], [-2.236, 5.259, -6.177], [-1.833, 6.940, -3.095], [0.494, 9.837, -0.222], [-1.093, 9.259, 0.268], [-1.111, 11.707, -0.338], [-2.199, 10.747, -1.375], [0.535, 11.607, -2.039], [-0.845, 12.238, -2.659], [0.195, 10.733, -4.214], [-1.420, 10.172, -3.704], [1.272, 9.252, -2.562], [0.198, 8.285, -3.568]], "forces_ev_per_a": [[0.0, 0.4, 0.3], [0.0, 0.0, 0.0], [0.0, 0.0, 0.1], [0.0, 0.0, 0.0], [0.0, 0.0, 0.0], [0.0, 0.0, 0.0], [0.0, 0.0, -0.1], [0.1, 0.0, -0.2], [0.1, 0.1, 0.1], [-0.1, -0.1, -0.1], [0.2, 0.0, -0.2], [0.0, 0.0, 0.0], [0.0, 0.0, 0.0], [0.0, 0.0, 0.0], [0.0, 0.0, 0.0], [0.0, 0.0, 0.0], [-0.1, 0.1, 0.0], [0.0, -0.3, -0.2], [0.1, 0.0, 0.1], [0.1, 0.1, 0.0], [0.0, 0.0, -0.1], [0.1, 0.0, 0.1], [0.0, 0.0, 0.0], [0.0, 0.0, 0.0], [0.0, 0.0, 0.0], [0.0, 0.0, 0.0], [0.0, 0.0, 0.0], [0.0, 0.0, 0.0], [0.0, 0.0, 0.0], [0.0, 0.0, 0.0], [0.0, 0.0, 0.0], [0.0, 0.0, 0.0], [0.0, 0.0, 0.0], [0.0, 0.0, 0.0], [0.0, 0.0, 0.0], [0.0, 0.0, 0.0], [0.0, 0.0, 0.0], [0.0, 0.0, 0.0], [0.0, 0.0, 0.0], [0.0, 0.0, 0.0], [0.0, 0.0, 0.0], [0.0, 0.0, 0.0], [0.0, 0.0, 0.0], [0.0, 0.0, 0.0], [0.0, 0.0, 0.0], [-0.7, -0.2, 0.1], [-0.1, 0.1, 0.3], [0.0, -0.1, 0.3], [0.0, 0.1, -0.1], [0.0, -0.1, -0.1], [0.0, -0.1, 0.0], [0.1, 0.0, -0.1], [0.0, 0.0, -0.2], [0.0, 0.0, 0.0], [0.0, 0.0, 0.0], [0.0, 0.0, 0.0], [0.0, 0.0, -0.1], [0.0, 0.0, 0.0], [0.1, 0.1, 0.0], [0.0, 0.1, 0.0], [0.3, -0.1, -0.3], [-0.1, 0.0, 0.2], [0.0, 0.0, -0.1], [0.0, 0.0, 0.1], [0.0, 0.0, 0.0], [0.0, 0.0, 0.0], [0.0, 0.0, 0.0], [0.0, 0.0, 0.0], [0.0, 0.0, 0.0], [0.2, -0.1, 0.2], [-0.3, 0.2, -0.2], [0.1, 0.0, 0.0], [0.0, 0.0, 0.0], [0.0, 0.0, 0.0], [0.0, 0.0, 0.0], [0.1, 0.0, 0.0], [0.1, 0.2, 0.2], [0.0, -0.1, 0.0], [0.1, -0.1, -0.1], [0.0, 0.0, 0.0], [0.0, 0.0, 0.0], [0.0, 0.0, 0.0], [0.0, 0.0, 0.0], [0.0, 0.0, 0.0], [0.0, 0.0, 0.0], [0.0, 0.0, 0.0], [0.0, 0.0, 0.0], [0.0, 0.0, 0.0], [0.0, 0.0, 0.0], [0.0, 0.0, 0.0], [0.0, 0.0, 0.0], [0.0, 0.0, 0.0], [0.0, 0.0, 0.0], [0.0, 0.0, 0.0], [0.0, 0.0, 0.0], [0.0, 0.0, 0.0], [0.0, 0.0, 0.0]], "gap_ha": 0.2089, "homo_ev": -9.03, "total_charge": 1, "fmax_ev_per_a": 0.7}